Computed, not measured: a single H3N3O4 molecule in a non-equilibrium geometry, with ωB97M-V with the def2-TZVPD basis set.

Multiplicity: 1
Highest occupied orbital energy, eV: -9.74
Charge: 0
LUMO, eV: -0.34
HOMO-LUMO gap, hartree: 0.346

Last column: Mulliken charge in e.
Atoms and positions in Å:
N -0.70 1.10 -0.76  -0.64
N -0.30 -0.11 -0.20  0.52
O 0.59 -0.84 -0.65  -0.30
O 2.06 -0.37 -0.53  -0.39
N -0.84 -0.54 1.10  1.07
O -1.66 0.20 1.62  -0.63
O -0.59 -1.69 1.29  -0.52
H -1.36 1.51 -0.20  0.30
H 0.16 1.65 -0.61  0.27
H 2.63 -0.92 -1.05  0.31



Computed, not measured: a molecular structure, C22H16Br2Cl2MnN3O4, with ωB97M-V with the def2-TZVPD basis set.

Multiplicity: 5
Highest occupied orbital energy (alpha / beta), eV: -7.97 / -8.01
Charge: 0
LUMO (alpha / beta), eV: -0.48 / -0.33
HOMO-LUMO gap (alpha / beta), hartree: 0.275 / 0.282
⟨S²⟩: 6.159

Last column: Mulliken spin population.
Atoms and positions in Å:
Mn 0.26 0.02 -0.21  4.14
Cl 3.86 4.17 4.76  0.00
C 3.28 3.13 3.48  0.00
C 4.22 2.54 2.61  0.00
C 3.82 1.72 1.61  0.01
Cl 4.98 1.01 0.55  0.00
C 2.43 1.41 1.38  -0.01
O 2.09 0.62 0.45  0.04
C 1.52 2.05 2.27  0.01
C 0.10 1.90 2.13  0.01
O -0.53 1.29 1.26  0.01
C 1.96 2.89 3.32  0.00
H 5.28 2.74 2.75  0.00
H -0.49 2.41 2.91  0.00
H 1.23 3.34 3.98  0.00
Br -2.96 0.92 -2.50  0.00
C -3.11 -0.46 -1.20  0.01
C -4.34 -1.10 -1.10  0.00
C -4.45 -2.13 -0.18  0.00
C -3.36 -2.47 0.59  0.00
C -2.18 -1.76 0.42  0.02
N -2.06 -0.76 -0.46  0.01
C -0.96 -2.15 1.26  0.00
O -1.08 -3.07 2.04  0.01
O 0.10 -1.45 1.05  0.00
H -5.16 -0.80 -1.74  0.00
H -5.39 -2.65 -0.07  0.00
H -3.37 -3.26 1.32  0.00
C -1.28 4.65 -2.36  0.00
N -0.33 3.65 -2.86  0.00
C -0.17 3.51 -4.30  0.00
C -0.09 2.60 -2.10  0.02
N 0.14 1.68 -1.45  -0.01
H -1.00 5.62 -2.76  0.00
H -1.23 4.69 -1.27  0.00
H -2.30 4.41 -2.66  0.00
H 0.09 4.48 -4.72  0.00
H -1.10 3.16 -4.77  0.00
H 0.63 2.81 -4.51  0.00
Br 2.12 -4.03 -5.25  0.00
C 1.60 -2.88 -3.83  0.03
C 1.26 -3.42 -2.60  -0.03
C 0.89 -2.57 -1.57  0.05
C 0.83 -1.19 -1.75  -0.34
C 1.19 -0.68 -3.00  0.03
C 1.58 -1.51 -4.04  -0.03
H 1.30 -4.48 -2.44  0.00
H 0.66 -3.01 -0.61  0.00
H 1.19 0.39 -3.19  0.00
H 1.86 -1.10 -5.00  0.00



Computed, not measured: a molecular structure, C36H44AsN4O9P2STi, with ωB97M-V with the def2-TZVPD basis set.

Multiplicity: 2
Highest occupied orbital energy (alpha / beta), eV: -8.07 / -8.08
Charge: 0
LUMO (alpha / beta), eV: 0.15 / 0.43
HOMO-LUMO gap (alpha / beta), hartree: 0.302 / 0.312
⟨S²⟩: 0.752

Last column: Mulliken spin population.
Atoms and positions in Å:
Ti 1.06 -1.18 0.23  0.97
O 2.01 -1.77 -2.94  0.00
As 1.37 -3.27 -2.24  0.01
O 0.52 -4.01 -3.42  0.00
O 0.53 -2.79 -0.86  0.01
C 2.89 -4.30 -1.64  0.00
C 3.15 -5.43 -2.39  0.00
C 4.19 -6.29 -2.05  0.00
C 4.96 -6.02 -0.93  0.00
C 4.71 -4.89 -0.17  0.00
C 3.67 -4.04 -0.52  0.00
S 3.41 -2.61 0.52  0.01
O 4.58 -2.42 1.30  0.00
O 3.05 -1.52 -0.43  0.00
O 2.15 -2.85 1.26  -0.01
H 2.08 -1.94 -3.89  0.00
H 2.52 -5.65 -3.25  0.00
H 4.38 -7.17 -2.65  0.00
H 5.77 -6.68 -0.65  0.00
H 5.31 -4.65 0.70  0.00
C 1.15 3.20 1.88  0.00
P 0.02 2.50 0.62  0.02
C 0.89 3.17 -0.87  0.00
C -1.44 3.61 0.76  0.00
C -1.55 4.49 1.85  0.00
C -2.68 5.26 2.05  0.00
C -3.74 5.18 1.16  0.00
C -3.65 4.31 0.08  0.00
C -2.52 3.52 -0.13  0.00
P -2.44 2.36 -1.55  0.00
C -2.50 3.59 -2.93  0.00
C -4.16 1.71 -1.62  0.00
H 1.29 4.28 1.78  0.00
H 2.12 2.71 1.75  0.00
H 0.81 2.98 2.88  0.00
H 1.05 4.25 -0.80  0.00
H 0.33 2.94 -1.78  0.00
H 1.86 2.67 -0.94  0.00
H -0.74 4.57 2.56  0.00
H -2.74 5.92 2.90  0.00
H -4.63 5.78 1.30  0.00
H -4.48 4.25 -0.61  0.00
H -3.46 4.11 -2.98  0.00
H -2.33 3.10 -3.89  0.00
H -1.71 4.33 -2.78  0.00
H -4.24 1.05 -2.49  0.00
H -4.36 1.12 -0.73  0.00
H -4.93 2.48 -1.72  0.00
C -0.21 0.21 -3.71  0.00
N -1.23 -0.59 -3.06  0.00
C -2.34 -0.99 -3.91  0.00
C -1.18 -0.83 -1.75  -0.03
O -0.27 -0.30 -1.05  -0.03
N -2.18 -1.57 -1.19  0.00
C -2.35 -1.46 0.26  0.02
C -2.45 -2.92 -1.69  0.00
H 0.18 -0.32 -4.58  0.00
H 0.60 0.42 -3.03  0.00
H -0.66 1.15 -4.05  0.00
H -2.51 -0.20 -4.64  0.00
H -3.24 -1.11 -3.31  0.00
H -2.12 -1.92 -4.44  0.00
H -2.13 -0.44 0.59  0.00
H -1.71 -2.15 0.80  -0.01
H -3.38 -1.69 0.50  0.00
H -2.01 -3.07 -2.68  0.00
H -3.53 -3.10 -1.73  0.00
H -1.98 -3.65 -1.03  0.00
O -1.86 -1.05 3.32  0.00
C -0.71 -0.68 3.29  0.01
N -0.04 -0.07 4.35  0.00
C 1.42 -0.11 4.12  0.01
C 1.36 -0.34 2.61  -0.01
O 2.23 -0.12 1.73  0.02
N 0.17 -0.74 2.21  0.01
C 2.13 1.18 4.47  0.00
C 1.51 2.19 5.19  0.00
C 2.20 3.35 5.52  0.00
C 3.52 3.51 5.12  0.00
C 4.15 2.49 4.41  0.00
C 3.46 1.33 4.09  0.00
C 2.01 -1.28 4.91  -0.01
C 2.09 -2.56 4.38  0.00
C 2.55 -3.61 5.17  0.00
C 2.91 -3.40 6.49  0.00
C 2.83 -2.12 7.02  0.00
C 2.39 -1.07 6.23  0.00
H -0.39 -0.28 5.27  0.00
H 0.47 2.08 5.47  0.00
H 1.70 4.13 6.08  0.00
H 4.06 4.41 5.38  0.00
H 5.18 2.61 4.10  0.00
H 3.96 0.55 3.54  0.00
H 1.82 -2.76 3.36  0.01
H 2.61 -4.61 4.74  0.00
H 3.27 -4.22 7.10  0.00
H 3.12 -1.93 8.05  0.00
H 2.35 -0.07 6.65  0.00



Computed, not measured: a single C3H11N3O molecule in a non-equilibrium geometry, with ωB97M-V with the def2-TZVPD basis set.

Multiplicity: 1
Highest occupied orbital energy, eV: -7.15
Charge: 0
LUMO, eV: 0.93
HOMO-LUMO gap, hartree: 0.297

Last column: Mulliken charge in e.
Atoms and positions in Å:
C -0.31 2.46 0.40  -0.67
O 0.53 1.36 0.70  -0.49
C 0.83 0.30 -0.64  -0.55
C 0.79 -1.06 0.04  0.11
N 0.67 -2.21 -0.85  -0.69
N -0.29 -0.94 1.01  -0.54
N -1.56 -1.08 0.33  -0.56
H -1.29 2.12 0.04  0.31
H 0.14 3.10 -0.36  0.28
H -0.44 3.05 1.31  0.26
H 1.80 0.67 -0.97  0.34
H -0.04 0.45 -1.26  0.37
H 1.70 -1.18 0.63  0.36
H 1.56 -2.41 -1.30  0.26
H -0.02 -2.02 -1.57  0.28
H -0.11 0.26 1.31  0.50
H -1.70 -2.08 0.16  0.22
H -2.27 -0.80 1.00  0.22



Computed, not measured: a molecular structure, C29H46BrCuN3P2S in a non-equilibrium geometry, with ωB97M-V with the def2-TZVPD basis set.

Multiplicity: 2
Highest occupied orbital energy (alpha / beta), eV: -12.51 / -12.51
Charge: +2
LUMO (alpha / beta), eV: -5.97 / -9.38
HOMO-LUMO gap (alpha / beta), hartree: 0.240 / 0.115
⟨S²⟩: 0.761

Last column: Mulliken spin population.
Atoms and positions in Å:
N -6.51 4.76 -4.70  0.00
C -6.33 5.21 -3.46  0.00
C -5.45 4.58 -2.55  0.00
C -4.71 3.43 -2.95  0.00
C -4.92 3.00 -4.29  0.00
C -5.83 3.69 -5.11  0.00
C -3.76 2.78 -2.07  -0.01
Cu -1.06 0.20 0.18  0.19
P 4.46 -0.58 0.47  0.00
C -2.83 1.85 -2.44  0.01
C -1.53 1.78 -1.81  -0.01
C -0.30 1.59 -2.50  0.02
C 0.88 2.20 -2.01  -0.01
C 0.83 2.84 -0.76  0.03
C -0.25 2.60 0.13  -0.01
C -1.49 2.07 -0.38  0.03
Br 2.23 3.96 -0.30  0.01
H -3.76 3.19 -1.05  0.00
H -2.97 1.29 -3.38  0.00
H -5.35 5.00 -1.56  0.00
H -4.41 2.14 -4.69  0.00
H -6.90 6.09 -3.15  0.00
H -6.02 3.37 -6.14  0.00
H -0.30 1.07 -3.47  0.01
H -2.47 2.10 0.15  -0.01
H 1.83 2.25 -2.54  0.00
H -0.13 2.81 1.19  0.00
P -1.00 -2.05 -0.09  0.12
C 4.47 1.26 0.46  0.00
C 5.80 1.72 -0.12  0.00
H 4.36 1.60 1.50  0.00
H 3.61 1.63 -0.12  0.00
H 5.90 2.81 -0.03  0.00
H 6.63 1.27 0.43  0.00
H 5.91 1.47 -1.18  0.00
C 3.77 -1.01 -1.18  0.00
C 4.75 -2.00 -1.85  0.00
H 3.62 -0.10 -1.78  0.00
H 2.79 -1.50 -1.02  0.00
H 4.46 -2.15 -2.90  0.00
H 5.79 -1.62 -1.82  0.00
H 4.72 -2.97 -1.33  0.00
C 3.17 -1.07 1.68  0.00
C 3.94 -1.75 2.81  0.00
H 2.47 -1.77 1.21  0.00
H 2.60 -0.18 2.02  0.00
H 3.34 -2.50 3.31  0.00
H 4.82 -2.28 2.41  0.00
H 4.31 -1.04 3.56  0.00
C -0.79 -3.46 1.10  0.01
C -1.67 -4.72 1.01  0.00
H -0.81 -3.03 2.11  0.00
H 0.25 -3.79 0.93  0.00
H -2.69 -4.56 1.37  0.00
H -1.71 -5.15 0.00  0.00
H -1.21 -5.49 1.66  0.00
C 0.43 -2.51 -1.13  0.03
C 0.26 -2.31 -2.63  0.00
H 0.66 -3.57 -0.92  0.01
H 1.26 -1.90 -0.75  -0.02
H -0.67 -2.80 -2.98  0.00
H 0.24 -1.24 -2.90  0.00
H 1.12 -2.78 -3.13  0.00
C -2.51 -2.54 -0.99  0.01
C -3.70 -2.22 -0.08  0.01
H -2.43 -3.62 -1.21  0.01
H -2.58 -2.01 -1.95  0.00
H -4.66 -2.39 -0.60  0.00
H -3.65 -2.84 0.83  0.00
H -3.68 -1.16 0.23  0.00
C -0.72 -0.97 5.90  0.00
N 0.20 -0.17 5.09  0.03
C 1.25 0.56 5.61  0.02
C 1.88 1.18 4.58  0.03
N 1.16 0.86 3.44  0.02
C 0.10 0.03 3.74  -0.06
S -1.19 -0.48 2.77  0.53
H -1.71 -0.49 5.99  0.00
H -0.84 -1.98 5.48  0.00
H -0.28 -1.03 6.90  0.00
H 1.41 0.55 6.68  0.00
H 2.78 1.77 4.56  0.00
H 1.30 1.24 2.50  -0.01



Energy above the lowest of the compared OMol25 structures with the same formula, charge and spin values (in kcal/mol) by entry order: 18.0, 3.3, 24.6, 101.7, 47.9.